P) Molecular formula: C24H60BF4N4Na2O8
Method: DFT, ωB97M-V with the def2-TZVPD basis set

Atoms and positions in Å:
Na -27.94 -3.48 -24.24
Na -26.00 -4.13 -26.27
B -28.48 -4.95 -25.95
F -27.32 -4.85 -25.30
F -29.27 -5.95 -25.53
F -29.04 -3.70 -25.62
F -28.14 -5.02 -27.26
C -34.65 -6.40 -24.36
O -33.58 -7.31 -24.53
C -32.28 -6.73 -24.55
C -31.93 -5.54 -25.53
N -32.50 -4.23 -25.10
C -31.88 -3.14 -25.79
C -32.14 -1.80 -25.09
O -31.45 -0.68 -25.61
C -31.89 0.61 -25.04
H -35.63 -6.86 -24.26
H -34.70 -5.67 -25.17
H -34.39 -5.82 -23.47
H -31.54 -7.50 -24.74
H -32.01 -6.50 -23.52
H -32.35 -5.77 -26.51
H -30.85 -5.52 -25.61
H -32.49 -4.12 -24.10
H -32.33 -3.00 -26.77
H -30.85 -3.46 -25.96
H -31.93 -1.90 -24.03
H -33.22 -1.65 -25.17
H -32.97 0.70 -25.18
H -31.33 1.53 -25.20
H -31.88 0.51 -23.95
C -32.60 -3.20 -21.59
O -31.99 -4.35 -22.18
C -30.61 -4.04 -22.74
C -29.76 -5.35 -22.97
N -28.35 -5.06 -23.05
C -27.81 -4.86 -21.67
C -26.27 -4.72 -21.76
O -25.64 -5.78 -22.43
C -25.48 -6.97 -21.68
H -33.62 -3.44 -21.30
H -32.57 -2.41 -22.33
H -32.04 -2.94 -20.69
H -29.97 -3.48 -22.06
H -30.61 -3.45 -23.66
H -30.15 -5.57 -23.96
H -30.11 -6.22 -22.41
H -27.81 -5.83 -23.44
H -27.94 -5.74 -21.04
H -28.23 -3.96 -21.21
H -25.80 -4.53 -20.79
H -26.13 -3.83 -22.37
H -26.40 -7.44 -21.31
H -24.86 -6.84 -20.79
H -24.97 -7.64 -22.37
C -26.17 -8.01 -28.46
O -25.82 -7.62 -27.13
C -26.70 -6.69 -26.45
C -25.89 -6.19 -25.25
N -24.77 -5.24 -25.49
C -24.01 -4.93 -24.31
C -23.30 -6.09 -23.56
O -22.31 -6.70 -24.43
C -21.29 -7.34 -23.69
H -27.19 -8.40 -28.47
H -25.52 -8.77 -28.91
H -26.16 -7.12 -29.09
H -27.52 -7.35 -26.15
H -27.02 -5.76 -26.93
H -25.36 -7.04 -24.81
H -26.43 -5.81 -24.38
H -24.17 -5.69 -26.17
H -24.67 -4.46 -23.58
H -23.33 -4.14 -24.62
H -24.14 -6.69 -23.21
H -22.91 -5.77 -22.59
H -20.69 -6.75 -23.00
H -20.58 -7.45 -24.51
H -21.64 -8.33 -23.38
C -23.80 -4.47 -28.19
O -25.14 -4.28 -28.35
C -25.80 -4.45 -29.64
C -27.32 -4.33 -29.43
N -27.70 -2.91 -29.50
C -29.12 -2.72 -29.87
C -29.96 -3.15 -28.72
O -31.34 -2.62 -28.88
C -32.09 -2.70 -27.69
H -23.35 -3.56 -28.58
H -23.55 -5.37 -28.76
H -23.49 -4.70 -27.17
H -25.63 -5.48 -29.96
H -25.33 -3.80 -30.37
H -27.68 -4.85 -28.54
H -27.94 -4.67 -30.26
H -26.92 -2.39 -29.86
H -29.40 -3.06 -30.87
H -29.39 -1.67 -29.97
H -29.53 -2.77 -27.79
H -30.12 -4.21 -28.55
H -31.95 -3.68 -27.21
H -33.17 -2.55 -27.74
H -31.72 -1.89 -27.06

Output
Lowest unoccupied orbital energy ... -3.5 eV
Total charge ... +1
Kohn-Sham gap ... 5.07 eV

Q) Molecular formula: C24H60BF4N4Na2O8
Method: DFT, ωB97M-V with the def2-TZVPD basis set

Atoms and positions in Å:
Na 2.93 3.10 -1.71
Na 2.37 -0.44 -2.76
B 1.04 0.94 -0.61
F 2.43 0.74 -0.40
F 0.58 -0.12 -1.40
F 0.37 0.99 0.59
F 0.74 2.11 -1.34
C -2.27 -3.39 0.36
O -3.23 -2.41 -0.25
C -2.53 -1.32 -0.87
C -3.54 -0.56 -1.69
N -4.00 0.45 -0.74
C -5.14 1.23 -1.29
C -6.56 0.66 -0.93
O -6.78 -0.19 -2.02
C -7.35 -1.39 -1.63
H -1.67 -2.96 1.16
H -1.53 -3.77 -0.35
H -2.89 -4.21 0.72
H -1.75 -1.63 -1.57
H -2.03 -0.66 -0.16
H -4.25 -1.23 -2.17
H -3.06 -0.06 -2.54
H -4.34 -0.03 0.08
H -4.92 1.46 -2.33
H -5.18 2.18 -0.76
H -7.33 1.43 -0.94
H -6.39 0.05 -0.04
H -6.83 -1.84 -0.79
H -7.50 -2.11 -2.44
H -8.36 -1.26 -1.24
C 5.18 -1.83 -1.50
O 3.83 -2.30 -1.39
C 3.50 -2.25 0.05
C 2.03 -2.65 0.42
N 1.81 -4.11 0.46
C 2.52 -4.79 1.51
C 2.06 -6.24 1.81
O 2.50 -7.13 0.72
C 2.80 -8.44 1.10
H 5.40 -0.90 -0.96
H 5.30 -1.52 -2.54
H 5.95 -2.54 -1.20
H 3.46 -1.19 0.28
H 4.12 -2.74 0.81
H 1.25 -2.23 -0.21
H 1.86 -2.21 1.40
H 2.24 -4.54 -0.35
H 2.56 -4.16 2.40
H 3.56 -4.76 1.16
H 0.98 -6.29 1.90
H 2.35 -6.49 2.83
H 3.67 -8.44 1.76
H 2.90 -8.95 0.14
H 1.87 -8.85 1.47
C 1.09 0.31 3.86
O 1.18 -0.07 5.28
C -0.12 -0.27 5.83
C -0.07 -0.15 7.30
N -0.45 1.16 7.86
C 0.30 2.38 7.47
C 1.14 2.60 8.83
O 0.37 2.58 9.97
C 1.24 2.74 11.10
H 2.14 0.45 3.62
H 0.66 1.30 3.81
H 0.46 -0.35 3.26
H -0.53 -1.21 5.45
H -0.67 0.59 5.45
H 0.98 -0.35 7.56
H -0.74 -0.90 7.71
H -0.35 1.30 8.85
H -0.35 3.25 7.41
H 0.92 2.19 6.60
H 1.51 3.58 8.55
H 1.84 1.78 9.02
H 2.29 2.46 10.99
H 0.69 2.29 11.93
H 1.52 3.77 11.34
C -0.73 2.13 -3.93
O -0.56 2.76 -5.17
C -1.23 2.07 -6.26
C -0.77 2.78 -7.49
N 0.66 2.64 -7.70
C 1.27 3.57 -8.68
C 1.52 4.97 -8.24
O 1.97 5.16 -6.83
C 2.20 6.44 -6.39
H -1.75 1.84 -3.69
H -0.49 2.83 -3.12
H -0.19 1.18 -3.82
H -2.31 2.10 -6.17
H -0.83 1.07 -6.08
H -0.85 3.86 -7.42
H -1.40 2.36 -8.28
H 1.14 2.74 -6.82
H 0.73 3.58 -9.62
H 2.20 3.14 -9.08
H 0.58 5.47 -8.48
H 2.21 5.36 -8.98
H 2.88 6.46 -5.54
H 1.24 6.86 -6.11
H 2.73 6.98 -7.17

Output
Lowest unoccupied orbital energy ... -5.0 eV
Total charge ... +1
Kohn-Sham gap ... 4.24 eV

The most stable arrangement is Q), and the next structure is 399.7 kcal/mol less stable.

P) Molecular formula: C2H10O4Rb
Method: DFT, ωB97M-V with the def2-TZVPD basis set

Atoms and positions in Å:
Rb -6.81 -15.08 -15.23
O -7.30 -17.19 -17.15
H -8.22 -17.27 -17.40
H -6.88 -16.75 -17.89
O -8.19 -14.41 -17.62
H -8.52 -13.61 -18.03
H -8.01 -15.00 -18.35
C -5.54 -11.20 -14.97
C -6.44 -11.44 -16.11
O -5.89 -11.70 -17.38
O -4.67 -12.26 -14.82
H -6.12 -11.02 -14.06
H -4.99 -10.27 -15.10
H -7.15 -10.61 -16.09
H -7.11 -12.29 -16.02
H -5.36 -12.49 -17.29
H -4.24 -12.21 -13.96

Output
Lowest unoccupied orbital energy ... -3.6 eV
Total charge ... +1
Kohn-Sham gap ... 10.08 eV

Q) Molecular formula: C2H10O4Rb
Method: DFT, ωB97M-V with the def2-TZVPD basis set

Atoms and positions in Å:
Rb 0.19 -0.91 0.53
O 0.75 -2.04 -1.00
H 1.38 -2.10 -1.72
H -0.09 -2.24 -1.40
O 1.14 -2.16 1.75
H 0.70 -1.90 2.56
H 2.03 -1.81 1.84
C -0.13 1.63 -0.78
C -1.35 1.41 0.10
O -1.12 0.39 1.03
O 0.16 0.53 -1.58
H 0.71 1.71 -0.09
H -0.20 2.63 -1.21
H -2.20 1.13 -0.52
H -1.61 2.30 0.67
H -1.37 0.83 1.85
H 1.00 0.62 -2.04

Output
Lowest unoccupied orbital energy ... -3.5 eV
Total charge ... +1
Kohn-Sham gap ... 9.87 eV

The most stable arrangement is P), and the next structure is 214.7 kcal/mol less stable.

P) Molecular formula: C6H15N4O
Method: DFT, ωB97M-V with the def2-TZVPD basis set

Atoms and positions in Å:
C 0.89 -2.10 0.40
C 2.22 -0.16 -0.04
C -0.62 -0.24 -1.55
C 0.02 -0.83 0.71
C 1.08 0.27 0.85
C 0.51 1.98 -0.68
N 1.97 -1.54 -0.41
N 0.20 3.27 -0.96
N -3.46 -0.29 0.92
N -0.94 -0.50 -0.30
O 0.65 1.61 0.60
H 1.27 -2.48 1.33
H 0.37 -2.80 -0.16
H 2.20 0.49 -0.86
H 3.19 0.12 0.35
H -1.42 -0.06 -2.28
H 0.28 -0.28 -2.11
H -0.60 -1.09 1.60
H 1.64 0.47 1.87
H 2.76 -2.27 -0.49
H 0.32 4.06 -0.24
H 0.52 3.55 -1.92
H -4.25 0.15 0.50
H -3.75 -1.25 1.08
H -3.16 0.28 1.68
H -1.89 -0.39 0.11

Output
Lowest unoccupied orbital energy (alpha / beta) ... -3.7 / -3.7 eV
Total charge ... +1
Kohn-Sham gap (alpha / beta) ... 7.92 / 7.92 eV

Q) Molecular formula: C6H15N4O
Method: DFT, ωB97M-V with the def2-TZVPD basis set

Atoms and positions in Å:
C 0.95 -1.98 0.22
C 2.00 -1.23 -0.06
C 0.77 0.85 0.19
C 1.24 1.66 -0.97
C -1.67 0.65 0.23
C -2.78 -0.12 -0.49
N -0.37 0.05 -0.04
N 3.29 -1.38 -0.30
N 0.98 1.37 1.44
N -0.30 -1.27 0.58
O -2.89 -1.42 0.07
H 0.82 -3.06 0.19
H 1.09 1.11 -1.89
H 2.29 1.91 -0.86
H 0.68 2.60 -1.03
H -1.64 1.66 -0.17
H -1.90 0.69 1.30
H -2.54 -0.19 -1.56
H -3.72 0.42 -0.37
H 3.72 -2.29 -0.31
H 3.79 -0.65 -0.78
H 1.76 1.99 1.54
H 0.78 0.82 2.26
H -1.15 -1.77 0.25
H -0.40 -1.21 1.61
H -3.69 -1.85 -0.24

Output
Lowest unoccupied orbital energy (alpha / beta) ... -3.0 / -3.0 eV
Total charge ... +1
Kohn-Sham gap (alpha / beta) ... 8.34 / 8.34 eV

The most stable arrangement is P), and the next structure is 10.4 kcal/mol less stable.

P) Molecular formula: C33H40BN5O3S
Method: DFT, ωB97M-V with the def2-TZVPD basis set

Atoms and positions in Å:
C -4.18 1.15 -6.47
C -5.53 0.42 -6.03
O -5.20 -0.97 -5.77
C -5.98 -1.49 -4.69
C -5.10 -1.63 -3.39
O -4.76 -0.30 -2.92
C -3.66 -0.36 -2.06
C -3.52 -1.35 -0.98
C -2.33 -1.32 -0.11
B -2.31 -2.42 1.08
C -3.55 -2.30 2.14
O -1.30 -3.39 1.25
C -1.23 -0.36 -0.30
C -1.35 0.62 -1.38
C -2.57 0.60 -2.22
S -2.63 1.92 -3.50
C -1.95 3.33 -2.54
C -2.50 4.67 -2.63
C -1.87 5.69 -1.77
C -0.76 5.34 -0.88
C -0.19 3.98 -0.81
C -0.82 2.97 -1.65
N -0.29 1.61 -1.61
H -4.17 2.15 -5.97
H -4.09 1.25 -7.58
H -3.33 0.54 -6.07
H -5.88 0.95 -5.10
H -6.27 0.49 -6.87
H -6.88 -0.87 -4.45
H -6.31 -2.52 -5.01
H -4.15 -2.18 -3.63
H -5.65 -2.22 -2.61
H -4.33 -2.10 -0.78
H -3.29 -2.72 3.15
H -4.48 -2.78 1.70
H -3.80 -1.20 2.26
H -1.29 -3.65 2.19
H -0.32 -0.32 0.36
H -3.36 4.92 -3.31
H -2.22 6.74 -1.73
H -0.30 6.11 -0.22
H 0.68 3.71 -0.16
H 0.06 1.41 -2.56
N 1.44 -2.94 2.03
C 1.43 -1.73 2.67
C 2.73 -1.34 2.85
C 3.56 -2.35 2.29
C 2.73 -3.32 1.79
H 0.61 -3.47 1.78
H 0.50 -1.26 2.95
H 3.06 -0.43 3.33
H 4.63 -2.36 2.25
H 2.94 -4.25 1.29
N 3.49 2.34 -1.77
C 3.49 3.54 -1.12
C 4.79 3.92 -0.92
C 5.61 2.90 -1.47
C 4.78 1.94 -1.99
H 2.67 1.82 -2.04
H 2.56 4.02 -0.86
H 5.12 4.82 -0.43
H 6.69 2.88 -1.49
H 5.00 1.01 -2.50
N 7.69 -2.98 2.74
C 6.94 -3.96 3.34
C 7.78 -5.00 3.66
C 9.08 -4.63 3.24
C 9.00 -3.38 2.69
H 7.33 -2.11 2.40
H 5.88 -3.84 3.48
H 7.48 -5.92 4.14
H 9.98 -5.21 3.34
H 9.75 -2.74 2.25
N -1.54 0.19 4.56
C -1.82 1.52 4.35
C -1.77 2.15 5.56
C -1.45 1.18 6.54
C -1.31 -0.02 5.89
H -1.51 -0.51 3.84
H -2.02 1.89 3.36
H -1.95 3.20 5.73
H -1.34 1.34 7.60
H -1.07 -1.00 6.26

Output
Lowest unoccupied orbital energy ... 0.1 eV
Kohn-Sham gap ... 8.22 eV
SMILES string ... CCOCCOc1cc(B(C)O)cc2c1Sc1ccccc1N2.c1cc[nH]c1.c1cc[nH]c1.c1cc[nH]c1.c1cc[nH]c1

Q) Molecular formula: C33H40BN5O3S
Method: DFT, ωB97M-V with the def2-TZVPD basis set

Atoms and positions in Å:
C 6.73 -3.24 2.64
C 7.07 -1.96 3.41
O 7.34 -0.91 2.48
C 7.04 0.39 2.94
C 5.79 0.95 2.33
O 4.65 0.25 2.83
C 3.51 0.41 2.10
C 3.13 1.64 1.57
C 1.94 1.76 0.84
B 1.52 3.17 0.30
C 1.35 4.34 1.36
O 1.28 3.38 -1.03
C 1.13 0.64 0.62
C 1.50 -0.58 1.16
C 2.68 -0.69 1.90
S 3.06 -2.28 2.60
C 1.40 -2.72 3.08
C 1.15 -3.37 4.29
C -0.17 -3.68 4.60
C -1.21 -3.31 3.74
C -0.95 -2.66 2.54
C 0.37 -2.37 2.21
N 0.68 -1.73 0.96
H 5.93 -3.76 3.14
H 7.59 -3.90 2.53
H 6.38 -2.96 1.65
H 6.23 -1.70 4.04
H 7.96 -2.13 4.01
H 6.95 0.43 4.03
H 7.87 1.03 2.64
H 5.83 0.85 1.24
H 5.72 2.01 2.57
H 3.73 2.51 1.73
H 0.69 5.13 1.02
H 2.33 4.75 1.61
H 0.95 3.93 2.28
H 0.75 4.18 -1.13
H 0.21 0.70 0.06
H 1.95 -3.63 4.95
H -0.42 -4.17 5.52
H -2.23 -3.53 4.00
H -1.74 -2.38 1.87
H 1.25 -2.39 0.43
N -1.03 2.32 -2.62
C -1.98 2.05 -1.68
C -2.98 1.32 -2.28
C -2.60 1.14 -3.64
C -1.39 1.77 -3.82
H -0.18 2.84 -2.44
H -1.88 2.39 -0.67
H -3.87 0.96 -1.81
H -3.14 0.61 -4.40
H -0.76 1.86 -4.68
N -1.52 -3.60 -1.48
C -2.51 -3.97 -0.63
C -3.50 -4.57 -1.36
C -3.08 -4.57 -2.72
C -1.85 -3.96 -2.76
H -0.67 -3.13 -1.21
H -2.44 -3.77 0.42
H -4.43 -4.96 -0.98
H -3.61 -4.96 -3.57
H -1.19 -3.76 -3.58
N -4.90 -0.15 -6.92
C -4.54 1.17 -7.02
C -4.81 1.58 -8.30
C -5.36 0.47 -9.00
C -5.40 -0.58 -8.12
H -4.82 -0.71 -6.10
H -4.13 1.70 -6.18
H -4.64 2.57 -8.69
H -5.68 0.44 -10.03
H -5.74 -1.59 -8.24
N -2.53 3.58 2.00
C -2.77 2.79 3.09
C -3.94 3.21 3.66
C -4.43 4.29 2.88
C -3.54 4.49 1.86
H -1.73 3.50 1.40
H -2.08 2.01 3.37
H -4.40 2.79 4.54
H -5.34 4.85 3.04
H -3.54 5.20 1.05

Output
Lowest unoccupied orbital energy ... 0.1 eV
Kohn-Sham gap ... 8.23 eV
SMILES string ... CCOCCOc1cc(B(C)O)cc2c1Sc1ccccc1N2.c1cc[nH]c1.c1cc[nH]c1.c1cc[nH]c1.c1cc[nH]c1

The most stable arrangement is Q), and the next structure is 67.3 kcal/mol less stable.